[1]
Here is a 2-piece molecular cluster, C2H4OS2 overall from the Open Molecules 2025 dataset. Energies are from ωB97M-V/def2-TZVPD.

ΔE to the lowest compared entry with this formula, charge and spin: 48.0 kcal/mol
E_LUMO: -2.09 eV
HOMO-LUMO gap: 8.2 eV

Positions of all 9 atoms, in Å:
1 C 0.948 0.699 0.302
2 C 1.616 -0.375 0.616
3 O -1.977 -1.519 -0.983
4 S -2.576 1.245 -1.391
5 S -2.767 -0.439 -0.429
6 H 0.798 1.383 1.093
7 H 0.355 0.676 -0.683
8 H 1.888 -0.616 1.570
9 H 1.717 -1.054 -0.095


[2]
Here is one molecule with the formula C3H3Cl2NS from the Open Molecules 2025 dataset. Energies are from ωB97M-V/def2-TZVPD.

ΔE to the lowest compared entry with this formula, charge and spin: 80.9 kcal/mol
E_LUMO (alpha / beta): -1.42 / -0.69 eV
HOMO-LUMO gap (alpha / beta): 6.8 / 8.2 eV

Positions of all 10 atoms, in Å:
1 C -0.874 -0.552 -0.197
2 C -1.373 -0.863 -1.352
3 C 0.581 -0.053 0.045
4 N 0.689 0.856 1.075
5 S 1.160 2.322 0.891
6 Cl -1.755 -0.684 1.357
7 Cl -0.814 -0.917 -2.933
8 H 1.137 -0.997 -0.008
9 H 0.819 0.449 -0.825
10 H 0.430 0.440 1.947


[3]
Here is one molecule with the formula C5H8O2 from the Open Molecules 2025 dataset. Energies are from ωB97M-V/def2-TZVPD.

ΔE to the lowest compared entry with this formula, charge and spin: 57.4 kcal/mol
E_LUMO: 0.85 eV
HOMO-LUMO gap: 10.4 eV
SMILES: CC(=O)C1(O)CC1

Positions of all 15 atoms, in Å:
1 C -1.171 0.359 -1.428
2 C -0.057 1.013 -0.747
3 O 0.559 1.995 -1.120
4 C 0.614 0.063 0.265
5 O 1.976 0.301 0.267
6 C 0.213 -1.341 0.690
7 C -0.123 -0.158 1.553
8 H -0.272 -0.364 -1.511
9 H -1.849 -0.254 -0.841
10 H -1.682 0.895 -2.245
11 H 2.038 1.186 -0.137
12 H 1.048 -1.962 1.017
13 H -0.585 -1.911 0.215
14 H -1.166 0.151 1.577
15 H 0.458 0.027 2.444


[4]
Here is one molecule with the formula C3H5NO2S from the Open Molecules 2025 dataset. Energies are from ωB97M-V/def2-TZVPD.

ΔE to the lowest compared entry with this formula, charge and spin: 168.2 kcal/mol
E_LUMO (alpha / beta): -1.25 / -1.14 eV
HOMO-LUMO gap (alpha / beta): 8.8 / 6.9 eV

Positions of all 12 atoms, in Å:
1 C -1.879 -0.430 0.027
2 C -1.639 -0.635 -1.244
3 C -0.006 1.033 0.502
4 N 2.487 0.102 -0.629
5 O 1.032 -1.447 0.985
6 O -1.061 0.256 0.909
7 S 1.168 -0.537 -0.096
8 H -2.647 -0.945 0.583
9 H -1.088 -0.076 -1.897
10 H -0.085 1.503 -0.369
11 H 0.383 1.347 1.517
12 H 3.335 -0.170 -0.289


[5]
Here is C6H6N2 as an isolated structure from the Open Molecules 2025 dataset. Energies are from ωB97M-V/def2-TZVPD.

ΔE to the lowest compared entry with this formula, charge and spin: 151.4 kcal/mol
E_LUMO: 0.50 eV
HOMO-LUMO gap: 10.2 eV

Positions of all 14 atoms, in Å:
1 C -1.541 1.335 0.217
2 C 0.075 0.975 0.114
3 C 0.738 0.054 -0.905
4 C 0.430 -0.364 1.016
5 C -0.561 -1.397 0.393
6 C -0.454 -1.033 -0.912
7 H 0.621 1.898 0.207
8 H 0.862 0.794 -1.735
9 H 2.420 0.461 -0.116
10 H 0.856 -0.326 1.966
11 H -1.609 -2.023 0.691
12 H -0.949 -1.682 -1.730
13 N -2.596 1.724 0.842
14 N 1.706 -0.417 -0.047


[6]
Here is C3H3HoO4 as an isolated structure from the Open Molecules 2025 dataset. Energies are from ωB97M-V/def2-TZVPD.

E_LUMO (alpha / beta): -9.36 / -13.02 eV
spin multiplicity: 5
HOMO-LUMO gap (alpha / beta): 8.6 / 3.3 eV
net charge: +2

Positions of all 11 atoms, in Å:
1 O -1.272 1.460 1.023
2 C -1.701 0.682 0.207
3 C -0.789 -0.071 -0.733
4 H -2.743 0.298 0.252
5 H -0.925 -1.154 -0.606
6 H -0.968 0.247 -1.769
7 O 1.160 -1.598 0.515
8 C 1.091 -0.372 0.685
9 O 0.532 0.291 -0.377
10 O 2.044 0.283 1.210
11 Ho 3.571 -0.066 -0.406


[7]
Here is one molecule with the formula C6H10 from the Open Molecules 2025 dataset. Energies are from ωB97M-V/def2-TZVPD.

ΔE to the lowest compared entry with this formula, charge and spin: 33.1 kcal/mol
E_LUMO: 1.34 eV
HOMO-LUMO gap: 10.9 eV
SMILES: C1CC1C1CC1

Positions of all 16 atoms, in Å:
1 C 1.768 0.121 -0.731
2 C 1.862 -0.016 0.752
3 C 0.606 0.485 0.130
4 C -0.585 -0.414 0.095
5 C -1.896 -0.001 0.670
6 C -1.698 -0.140 -0.839
7 H 1.585 -0.806 -1.281
8 H 2.338 0.901 -1.229
9 H 1.815 -1.014 1.166
10 H 2.494 0.683 1.282
11 H 0.395 1.540 0.245
12 H -0.373 -1.473 0.203
13 H -2.483 -0.697 1.263
14 H -1.974 1.017 1.024
15 H -2.153 -0.976 -1.354
16 H -1.700 0.790 -1.397


[8]
Here is one molecule with the formula C5H8N4O from the Open Molecules 2025 dataset. Energies are from ωB97M-V/def2-TZVPD.

ΔE to the lowest compared entry with this formula, charge and spin: 122.4 kcal/mol
E_LUMO (alpha / beta): -0.16 / -0.16 eV
HOMO-LUMO gap (alpha / beta): 8.0 / 8.0 eV

Positions of all 18 atoms, in Å:
1 C -1.932 -0.294 -0.348
2 C 2.123 -0.007 -0.073
3 C -2.781 -1.232 -1.070
4 C 2.499 1.454 0.146
5 C 1.264 -0.508 1.166
6 N -2.035 1.999 0.302
7 N -2.227 1.004 -0.198
8 N -0.800 -0.697 0.260
9 N -0.005 0.090 0.922
10 O 2.340 -0.738 -1.013
11 H -3.000 -1.089 -2.223
12 H -2.293 -2.248 -0.932
13 H -3.686 -1.201 -0.575
14 H 2.947 1.683 -0.754
15 H 1.614 2.039 0.210
16 H 3.139 1.434 0.933
17 H 1.635 0.028 2.034
18 H 1.201 -1.716 1.214